C13H44BNO22 | ωB97M-V/def2-TZVPD

Each atom is followed by the atoms it is bonded to, with distances in Å.
Atoms and positions in Å:
1 C -3.107 -7.443 -2.844  C2 1.504, H12 1.090, H13 1.090, H14 1.090
2 C -2.583 -6.692 -4.036  C1 1.504, C3 1.533, N7 1.471, C11 1.558
3 C -1.116 -7.062 -4.285  C2 1.533, C4 1.549, H15 1.090, H16 1.090
4 C -0.815 -8.370 -5.056  C3 1.549, C5 1.560, H17 1.090, H18 1.090
5 C -1.600 -8.342 -6.404  C4 1.560, C6 1.545, H19 1.090, H20 1.090
6 C -3.108 -8.072 -6.206  C5 1.545, N7 1.527, C9 1.584, C10 1.554
7 N -3.335 -6.874 -5.288  C2 1.471, C6 1.527, O8 1.462
8 O -4.741 -6.492 -5.167  N7 1.462
9 C -3.697 -9.416 -5.610  C6 1.584, H21 1.090, H22 1.090, H23 1.090
10 C -3.580 -7.720 -7.644  C6 1.554, H24 1.090, H25 1.090, H26 1.090
11 C -2.637 -5.215 -3.543  C2 1.558, H27 1.090, H28 1.090, H29 1.090
12 H -4.083 -7.055 -2.555  C1 1.090
13 H -2.547 -7.324 -1.916  C1 1.090
14 H -2.985 -8.522 -2.948  C1 1.090
15 H -0.736 -7.089 -3.264  C3 1.090
16 H -0.509 -6.259 -4.706  C3 1.090
17 H -1.080 -9.259 -4.483  C4 1.090
18 H 0.250 -8.366 -5.287  C4 1.090
19 H -1.519 -9.340 -6.837  C5 1.090
20 H -1.065 -7.716 -7.118  C5 1.090
21 H -3.601 -10.226 -6.333  C9 1.090
22 H -4.719 -9.302 -5.250  C9 1.090
23 H -3.081 -9.843 -4.818  C9 1.090
24 H -3.014 -6.870 -8.026  C10 1.090
25 H -4.657 -7.581 -7.742  C10 1.090
26 H -3.318 -8.520 -8.337  C10 1.090
27 H -2.343 -4.485 -4.297  C11 1.090
28 H -2.016 -5.068 -2.659  C11 1.090
29 H -3.612 -4.825 -3.249  C11 1.090
30 O 0.129 0.413 2.456  C31 1.230
31 C 0.443 1.602 2.463  O30 1.230, O32 1.315, C35 1.557
32 O 1.322 2.178 3.255  C31 1.315, B33 1.486
33 B 1.537 3.587 2.836  O32 1.486, O34 1.518, O37 1.483, O41 1.449
34 O 0.554 3.825 1.704  B33 1.518, C35 1.346
35 C -0.042 2.651 1.420  C31 1.557, O34 1.346, O36 1.218
36 O -0.828 2.420 0.519  C35 1.218
37 O 2.913 3.977 2.445  B33 1.483, C38 1.315
38 C 3.359 5.044 3.071  O37 1.315, O39 1.255, C40 1.525
39 O 4.468 5.615 2.930  C38 1.255
40 C 2.282 5.400 4.092  C38 1.525, O41 1.362, O42 1.219
41 O 1.253 4.529 3.900  B33 1.449, C40 1.362
42 O 2.319 6.323 4.887  C40 1.219
43 O 1.676 8.565 10.147  H44 0.957, H45 0.957
44 H 0.769 8.870 10.184  O43 0.957
45 H 1.878 8.525 9.213  O43 0.957
46 O -6.184 1.697 -2.430  H47 0.957, H48 0.957
47 H -5.968 1.312 -3.279  O46 0.957
48 H -5.390 1.585 -1.907  O46 0.957
49 O 5.101 0.755 -0.404  H50 0.957, H51 0.957
50 H 4.291 1.144 -0.733  O49 0.957
51 H 5.340 1.299 0.347  O49 0.957
52 O -2.607 7.845 1.683  H53 0.957, H54 0.957
53 H -2.239 7.746 0.805  O52 0.957
54 H -2.270 7.093 2.171  O52 0.957
55 O 4.696 12.706 5.647  H56 0.957, H57 0.957
56 H 3.842 12.282 5.560  O55 0.957
57 H 4.584 13.327 6.367  O55 0.957
58 O 3.724 -3.192 2.238  H59 0.957, H60 0.957
59 H 2.812 -2.976 2.433  O58 0.957
60 H 4.057 -2.427 1.770  O58 0.957
61 O -3.073 3.378 6.404  H62 0.957, H63 0.957
62 H -3.648 3.652 7.119  O61 0.957
63 H -2.359 2.909 6.836  O61 0.957
64 O 7.801 9.743 5.380  H65 0.957, H66 0.957
65 H 7.642 8.982 4.821  O64 0.957
66 H 7.117 10.367 5.138  O64 0.957
67 O 0.488 -3.387 5.853  H68 0.957, H69 0.957
68 H 0.889 -2.806 6.499  O67 0.957
69 H -0.355 -2.980 5.655  O67 0.957
70 O -4.653 -3.728 4.151  H71 0.957, H72 0.957
71 H -3.949 -3.906 3.527  O70 0.957
72 H -5.328 -3.288 3.633  O70 0.957
73 O 10.235 8.014 -0.902  H74 0.957, H75 0.957
74 H 9.314 7.861 -0.693  O73 0.957
75 H 10.315 7.776 -1.826  O73 0.957
76 O 0.366 11.146 2.527  H77 0.957, H78 0.957
77 H 0.577 11.663 3.305  O76 0.957
78 H 0.140 10.281 2.868  O76 0.957
79 O 2.194 3.113 -3.308  H80 0.957, H81 0.957
80 H 1.905 3.941 -2.925  O79 0.957
81 H 1.517 2.896 -3.949  O79 0.957

**HOMO level**: -0.3 eV
**Strongest force on any atom**: 4.1 eV/A
**Energy relative to the best compared isomer or geometry (same formula, charge and spin)**: 380.2 kJ/mol
**Charge**: -2